(1)
A structure of composition C31H46N4OPtSi2 at a distorted geometry, computed with ωB97M-V with the def2-TZVPD basis set.

```
85
Properties=species:S:1:pos:R:3:lowdin_charge:R:1
Pt -0.07892 0.41605 -0.11118 1.25
C -0.73064 2.26730 3.82563 -0.17
Si 0.62072 1.44946 2.87385 0.30
C 1.41566 2.75769 1.81884 -0.21
C 1.95535 0.88432 4.02831 -0.17
N 0.01151 0.15586 1.87786 -0.29
C -0.67739 -1.01690 2.36682 -0.29
C -0.86475 -1.27719 3.73181 -0.07
C -1.53305 -2.41131 4.20765 -0.13
C -2.02615 -3.31444 3.29289 -0.13
C -1.81689 -3.08966 1.92836 -0.06
C -1.12846 -1.95671 1.40766 -0.32
N -0.85642 -1.73786 0.04509 -0.17
Si -1.26574 -2.77492 -1.22532 0.28
C -0.52416 -4.47109 -1.08363 -0.18
C -3.10645 -2.91822 -1.43850 -0.18
C -0.57983 -2.05095 -2.79967 -0.17
H -0.33676 3.12931 4.39686 0.04
H -1.21306 1.57880 4.53385 0.03
H -1.50767 2.63872 3.13478 0.03
H 1.65993 3.63772 2.45108 0.04
H 0.76039 3.08996 1.01242 0.00
H 2.35962 2.39583 1.36867 0.02
H 2.48631 1.77126 4.42704 0.04
H 2.69603 0.25394 3.50393 0.02
H 1.57300 0.30850 4.88456 0.03
H -0.47395 -0.56218 4.46325 0.07
H -1.66093 -2.57077 5.27570 0.09
H -2.57315 -4.19479 3.63164 0.09
H -2.20358 -3.81181 1.20460 0.07
H -0.87617 -5.00965 -0.19149 0.02
H 0.57602 -4.39060 -1.01828 0.03
H -0.77147 -5.08374 -1.97398 0.03
H -3.56496 -3.52832 -0.64499 0.02
H -3.37256 -3.36991 -2.41477 0.03
H -3.55754 -1.90940 -1.38997 0.03
H 0.44903 -1.67523 -2.63077 0.02
H -1.20870 -1.21842 -3.15940 0.03
H -0.53895 -2.81164 -3.60696 0.05
C -0.47941 0.40891 -7.11273 -0.06
C 0.84934 0.37609 -6.34579 -0.55
C 1.50477 -1.00007 -6.56404 -0.04
C 1.77430 1.47842 -6.88797 -0.04
C 0.63247 0.60759 -4.85185 -0.15
C -0.54056 1.10968 -4.34427 0.00
C -0.71451 1.18381 -2.98462 -0.10
N 0.22056 0.80667 -2.10506 -0.08
C 1.39535 0.39776 -2.57196 -0.23
C 1.62412 0.29718 -3.92111 0.04
C 2.37993 -0.03299 -1.53298 -0.20
C 3.72358 -0.17280 -1.75015 0.06
C 4.59679 -0.51455 -0.70939 -0.14
C 4.01007 -0.79843 0.50585 0.02
C 2.64932 -0.64230 0.66134 -0.07
N 1.86345 -0.21758 -0.33334 -0.05
C 6.11436 -0.54700 -0.91066 -0.55
C 6.57476 0.72132 -1.65401 -0.05
C 6.47819 -1.78699 -1.74632 -0.04
C 6.85201 -0.60883 0.43454 -0.06
H -0.30985 0.09985 -8.14868 0.09
H -0.91560 1.41614 -7.13438 0.09
H -1.21291 -0.27772 -6.67132 0.10
H 1.50502 -1.24076 -7.63401 0.09
H 0.95429 -1.79015 -6.03203 0.09
H 2.54812 -1.01942 -6.22099 0.08
H 1.95322 1.32623 -7.96133 0.09
H 2.74497 1.46832 -6.37325 0.09
H 1.32704 2.47159 -6.74928 0.09
H -1.34829 1.42995 -4.98920 0.12
H -1.63857 1.55424 -2.56525 0.12
H 2.58917 -0.07784 -4.24899 0.12
H 4.10303 0.03324 -2.74587 0.12
H 4.59610 -1.13764 1.35646 0.12
H 2.14072 -0.84365 1.59872 0.10
H 6.19401 0.76104 -2.68463 0.08
H 7.67055 0.73836 -1.70584 0.09
H 6.23916 1.62862 -1.13209 0.10
H 5.97144 -1.77376 -2.72154 0.09
H 6.18973 -2.70979 -1.22595 0.09
H 7.56202 -1.81561 -1.92256 0.09
H 6.52588 0.19128 1.11071 0.09
H 7.92677 -0.48979 0.26490 0.09
H 6.70140 -1.57366 0.94004 0.09
O -2.80571 1.47514 0.41357 0.20
C -1.80666 1.08633 0.21588 -0.32
```

## Properties
HOMO in Eh: -0.2115
Energy above the lowest of the compared OMol25 structures with the same formula, charge and spin in kJ/mol: 50.8
Largest force on an atom in eV/A: 6.19
LUMO level in eV: -0.60

---

(2)
An isolated molecule of C4H5NO, computed with ωB97M-V with the def2-TZVPD basis set.

```
11
Properties=species:S:1:pos:R:3:lowdin_charge:R:1
N -1.17775 1.12726 0.21176 0.16
C -1.20161 -0.23149 0.10247 -0.54
O -2.24003 -0.83886 -0.08097 0.04
C 0.11019 -1.02585 0.07607 -0.12
C 1.33758 -0.26263 -0.13168 -0.15
C 2.32622 0.38333 -0.36632 0.11
H -2.03983 1.58617 -0.03502 0.11
H -0.44774 1.68122 0.62910 0.10
H 0.17815 -1.67486 0.95770 0.13
H -0.04275 -1.70204 -0.77284 0.13
H 3.19757 0.95774 -0.59025 0.03
```

## Properties
HOMO in Eh: -0.3611
Structure (SMILES): C#CCC(N)=O
Energy above the lowest of the compared OMol25 structures with the same formula, charge and spin in kJ/mol: 129.6
Largest force on an atom in eV/A: 0.59
LUMO level in eV: 0.85

---

(3)
A structure of composition C52H83N4S5Si3SnTe at a distorted geometry, computed with ωB97M-V with the def2-TZVPD basis set.

```
149
Properties=species:S:1:pos:R:3:lowdin_charge:R:1
Sn 0.57269 -0.16390 0.37365 1.09
N -0.83871 3.24500 2.16085 -0.07
C -1.57161 3.14830 3.41695 -0.29
C -0.71461 2.71300 4.60745 -0.18
C -0.20411 1.27770 4.48435 -0.27
N 0.76939 1.12940 3.39845 -0.02
H -0.12491 3.96860 2.23845 0.09
H -0.35461 2.35160 2.02875 0.00
H -2.37381 2.41870 3.27155 0.10
H -2.01551 4.12390 3.63095 0.10
H -1.31891 2.77910 5.51365 0.11
H 0.13389 3.39460 4.71395 0.11
H -1.04181 0.60560 4.27245 0.06
H 0.22899 0.98600 5.45335 0.11
H 1.10939 0.17120 3.40895 0.02
H 1.57719 1.72190 3.58775 0.09
C 0.56869 -1.84690 -1.22185 -0.39
Si 1.29249 -1.60060 -2.95685 0.67
C -0.01581 -0.54350 -3.91295 -0.21
N -0.53531 0.53070 -3.11425 -0.23
C 0.36699 1.61930 -2.82745 -0.21
C -0.10381 2.96410 -3.39715 -0.16
C -0.81381 2.72060 -4.72525 -0.18
C -2.08831 1.90800 -4.48525 -0.16
C -1.89541 0.92730 -3.30765 -0.21
C 1.43429 -3.29620 -3.78535 -0.24
C 2.67919 -3.82990 -4.10845 -0.09
C 2.79029 -5.08070 -4.68615 -0.08
C 1.65179 -5.82340 -4.94955 -0.08
C 0.40619 -5.32260 -4.60775 -0.08
C 0.30169 -4.07260 -4.02695 -0.10
C 2.99429 -0.77940 -3.03695 -0.26
C 3.90529 -0.88030 -1.99145 -0.09
C 5.18239 -0.36110 -2.10825 -0.08
C 5.56659 0.28950 -3.26865 -0.08
C 4.67389 0.39640 -4.32265 -0.07
C 3.40809 -0.14590 -4.20585 -0.10
H 1.08949 -2.69490 -0.77805 -0.03
H -0.46911 -2.15560 -1.35885 -0.07
H -0.84331 -1.19590 -4.17945 0.09
H 0.41329 -0.17490 -4.85055 0.08
H 1.35489 1.37130 -3.21395 0.10
H 0.46999 1.71860 -1.72925 0.05
H 0.75859 3.61980 -3.52285 0.12
H -0.79851 3.44460 -2.70345 0.08
H -0.14341 2.17310 -5.39065 0.11
H -1.06251 3.66290 -5.21375 0.11
H -2.34971 1.35280 -5.38805 0.11
H -2.91791 2.57590 -4.25055 0.09
H -2.51451 0.04110 -3.45625 0.12
H -2.24151 1.41380 -2.37085 0.03
H 3.56679 -3.25030 -3.89985 0.09
H 3.76679 -5.47970 -4.92175 0.10
H 1.73369 -6.78980 -5.42425 0.10
H -0.48181 -5.91350 -4.78485 0.10
H -0.67411 -3.69480 -3.75265 0.10
H 3.61359 -1.37860 -1.07855 0.09
H 5.88289 -0.46470 -1.29285 0.09
H 6.56089 0.70270 -3.35435 0.11
H 4.96979 0.89080 -5.23655 0.11
H 2.73069 -0.08640 -5.04675 0.10
C 7.13289 -1.48290 1.71485 -0.03
C 5.85519 -0.73040 1.50545 -0.25
C 5.84919 0.56590 1.00135 0.00
C 4.64419 1.25500 0.87095 -0.26
C 4.62239 2.65570 0.34435 -0.02
C 3.47439 0.62080 1.21005 -0.05
C 3.41459 -0.73470 1.61185 -0.29
C 4.66179 -1.36480 1.79875 0.03
N 2.19119 -1.29630 1.72735 0.03
C 1.94559 -2.53390 2.43485 -0.44
C 2.50579 -2.49280 3.86805 -0.07
C 2.18789 -3.79430 4.60075 -0.28
C 2.78469 -4.97510 3.83785 -0.11
C 2.16609 -5.04340 2.44295 -0.27
C 0.65339 -5.20850 2.54555 -0.10
C 0.08609 -4.01090 3.30145 -0.28
C 0.67539 -3.96030 4.70835 -0.10
C 0.43009 -2.72640 2.55085 -0.11
C 2.48749 -3.76440 1.67625 -0.06
H 8.00179 -0.88730 1.45255 0.08
H 7.13879 -2.39010 1.11285 0.09
H 7.22189 -1.78060 2.75805 0.09
H 6.77289 1.05430 0.72455 0.13
H 5.44239 3.23980 0.75385 0.09
H 3.68019 3.14980 0.57405 0.08
H 4.73989 2.63090 -0.73915 0.09
H 2.55929 1.19870 1.21965 0.02
H 4.72779 -2.38170 2.14405 0.10
H 2.04169 -1.65470 4.39585 0.12
H 3.58029 -2.32240 3.86685 0.11
H 2.62459 -3.75080 5.60405 0.15
H 2.58819 -5.90270 4.37615 0.13
H 3.86809 -4.85710 3.75925 0.12
H 2.59029 -5.89130 1.89455 0.15
H 0.40739 -6.13490 3.06675 0.13
H 0.21359 -5.26220 1.54625 0.12
H -1.00111 -4.10810 3.37535 0.10
H 0.43439 -4.87960 5.24485 0.13
H 0.23969 -3.12430 5.26125 0.12
H -0.01421 -1.86920 3.06545 0.11
H 0.00389 -2.76960 1.54435 0.09
H 2.02089 -3.79490 0.69035 0.11
H 3.56089 -3.69560 1.51855 0.11
C -4.93161 -0.49320 -1.01935 -0.19
Si -5.75381 1.21580 -0.88535 0.50
C -5.71461 2.09270 -2.58065 -0.16
C -7.54751 1.09610 -0.25015 -0.17
C -4.77861 2.20960 0.45515 -0.51
Te -2.75141 2.68550 -0.04355 1.48
C -3.31971 4.41150 -1.18975 -0.52
Si -2.43961 5.98130 -0.52815 0.47
C -2.84341 7.39780 -1.73265 -0.17
C -3.13181 6.26110 1.21945 -0.17
C -0.56391 5.63910 -0.49105 -0.18
H -5.36091 -1.07530 -1.82835 0.04
H -5.05921 -1.06340 -0.10345 0.02
H -3.86261 -0.41050 -1.20055 -0.02
H -6.54511 1.74350 -3.18725 0.04
H -4.80281 1.87690 -3.13015 0.01
H -5.80871 3.17140 -2.49355 0.02
H -8.11271 0.39430 -0.85625 0.03
H -8.05311 2.05570 -0.30855 0.03
H -7.60071 0.75240 0.77915 0.03
H -4.72451 1.61840 1.36365 -0.02
H -5.27451 3.14660 0.69105 0.02
H -4.39501 4.52260 -1.10825 0.01
H -3.07731 4.25150 -2.23525 0.00
H -3.91041 7.58940 -1.78665 0.03
H -2.49801 7.17870 -2.73905 0.03
H -2.36391 8.31730 -1.41645 0.03
H -4.20211 6.44360 1.18775 0.03
H -2.67181 7.11540 1.70475 0.03
H -2.95991 5.38470 1.83805 -0.01
H -0.11781 5.75030 -1.47465 0.03
H -0.36071 4.62950 -0.14005 -0.02
H -0.05031 6.33100 0.16905 0.03
C -4.94831 -0.68380 3.54355 -0.35
S -3.21521 -1.16200 3.84885 0.81
C -3.02091 -2.16290 2.41865 -1.01
C -2.55371 -1.70530 1.24145 -1.11
S -2.04001 -0.08670 0.94635 0.35
S -2.50761 -2.87790 -0.06055 0.91
C -3.02151 -4.26530 0.87235 -1.46
S -3.04821 -5.77800 0.26475 0.58
S -3.48111 -3.85690 2.50165 0.92
H -5.23741 0.00640 4.32865 0.04
H -5.57391 -1.57090 3.56865 0.04
H -4.99341 -0.20510 2.56865 0.01
```

## Properties
HOMO (alpha / beta) in Eh: -0.3386 / -0.3384
Net charge: +1
Energy above the lowest of the compared OMol25 structures with the same formula, charge and spin in kJ/mol: 33.0
Largest force on an atom in eV/A: 1.54
LUMO level (alpha / beta) in eV: -4.34 / -4.52